Here is a molecular structure, C23H36CrNOSe3 at a distorted geometry from OMol25. Energies are from ωB97M-V with the def2-TZVPD basis set.

Positions of all 65 atoms, in Å:
Cr 0.001 -0.257 0.629
C -2.122 -0.493 6.355
Se -1.395 0.106 4.623
C -0.819 -1.652 3.958
C -1.875 -2.420 3.198
Se -2.365 -1.738 1.412
C -3.554 -0.267 1.920
H -1.318 -0.680 7.062
H -2.718 -1.390 6.214
H -2.763 0.301 6.732
H -0.496 -2.229 4.829
H 0.056 -1.452 3.335
H -2.817 -2.475 3.754
H -1.514 -3.435 3.002
H -4.212 -0.597 2.720
H -4.132 0.020 1.042
H -2.937 0.557 2.264
Se 1.957 -1.367 1.414
C 3.437 -0.628 0.457
C 4.643 -1.319 0.397
C 5.730 -0.741 -0.228
C 5.624 0.519 -0.793
C 4.418 1.198 -0.748
C 3.324 0.625 -0.129
H 4.709 -2.294 0.856
H 6.674 -1.265 -0.260
H 6.481 0.972 -1.265
H 4.335 2.185 -1.182
H 2.372 1.156 -0.075
C -3.190 2.996 -1.067
C -1.952 2.359 -1.624
C -1.214 2.983 -2.619
C -0.079 2.377 -3.150
C 0.675 3.060 -4.252
C 0.324 1.141 -2.673
C -0.401 0.477 -1.670
C -1.553 1.108 -1.168
N -0.081 -0.756 -1.120
C 0.084 -1.928 -1.968
C 1.511 -2.017 -2.538
C -0.164 -3.161 -1.085
C -0.938 -1.902 -3.114
H -4.082 2.546 -1.500
H -3.208 4.059 -1.285
H -3.233 2.862 0.013
H -1.538 3.943 -2.999
H 0.626 4.141 -4.133
H 0.228 2.817 -5.219
H 1.718 2.749 -4.276
H 1.211 0.680 -3.080
H -2.202 0.551 -0.490
H 2.238 -1.963 -1.731
H 1.706 -1.216 -3.245
H 1.648 -2.956 -3.069
H 0.508 -3.148 -0.227
H 0.011 -4.073 -1.650
H -1.193 -3.175 -0.720
H -0.742 -1.072 -3.789
H -1.943 -1.787 -2.711
H -0.882 -2.830 -3.675
C -0.522 2.082 2.061
O -0.524 0.701 2.079
H -1.553 2.469 1.997
H 0.058 2.480 1.211
H -0.077 2.461 2.993

Results
Largest force on an atom, eV/A: 1.30
Kohn-Sham gap (spin up / spin down), eV: 6.7 / 7.9
E_tot, eV: -252432.7506
⟨S²⟩: 3.85
E_HOMO (spin up / spin down), eV: -7.10 / -7.42
Total charge: 0
Lowest unoccupied orbital energy (spin up / spin down), eV: -0.385 / 0.449
Multiplicity: 4